Entry 1:
Formula: C25H39NO5P2PdS
Source: OMol25
Level of theory: ωB97M-V with the def2-TZVPD basis set

ORCA input file:
```
! RIJCOSX wB97M-V def2-TZVPD def2/J DEFGRID3
* xyz 0 1
Pd -0.141 0.598 -0.843
C -4.891 1.649 0.557
C -4.409 0.634 -0.475
C -4.604 1.170 -1.903
P -2.638 0.104 -0.279
C -2.740 -1.487 -1.492
C -2.206 -2.715 -0.785
C -1.924 -1.158 -2.736
C -2.439 -0.711 1.327
C -3.504 -1.307 1.989
C -3.321 -1.963 3.194
C -2.039 -2.042 3.727
C -0.970 -1.452 3.082
C -1.142 -0.744 1.875
N -0.084 -0.199 1.189
C 0.993 0.385 1.779
C 0.949 0.917 3.088
C 2.057 1.475 3.679
C 3.268 1.535 2.992
C 3.321 1.076 1.692
C 2.208 0.521 1.060
P 2.323 0.072 -0.706
C 4.003 -0.755 -0.776
C 4.326 -1.726 0.361
C 4.188 -1.423 -2.145
C 2.928 1.686 -1.719
C 3.667 2.712 -0.891
C 1.771 2.325 -2.481
H -5.969 1.785 0.443
H -4.401 2.611 0.419
H -4.685 1.312 1.573
H -4.984 -0.290 -0.362
H -3.856 1.930 -2.130
H -5.591 1.624 -1.994
H -4.527 0.374 -2.646
H -3.794 -1.610 -1.747
H -1.274 -2.483 -0.267
H -2.007 -3.503 -1.518
H -2.909 -3.101 -0.048
H -0.877 -0.989 -2.460
H -2.286 -0.250 -3.221
H -1.959 -1.978 -3.459
H -4.496 -1.260 1.553
H -4.160 -2.417 3.704
H -1.874 -2.576 4.655
H 0.028 -1.558 3.486
H 0.002 0.907 3.609
H 1.986 1.873 4.683
H 4.151 1.949 3.459
H 4.259 1.151 1.159
H 4.703 0.084 -0.714
H 3.913 -2.713 0.178
H 3.952 -1.372 1.319
H 5.410 -1.835 0.439
H 3.380 -2.126 -2.344
H 5.135 -1.964 -2.176
H 4.191 -0.691 -2.956
H 3.599 1.215 -2.440
H 3.043 3.092 -0.082
H 3.901 3.546 -1.556
H 4.606 2.341 -0.482
H 1.147 2.903 -1.805
H 1.146 1.580 -2.978
H 2.161 3.002 -3.246
O -2.183 1.705 0.474
S -1.441 2.764 -0.426
O -2.148 4.003 -0.333
O -1.466 2.167 -1.790
O -0.068 2.783 0.093
C 1.476 -2.689 -0.457
O 1.382 -1.350 -0.915
H 0.594 -3.202 -0.835
H 1.485 -2.730 0.634
H 2.359 -3.188 -0.856
*
```

* energy above the lowest of the compared OMol25 structures with the same formula, charge and spin: 3.885 eV
* lowest unoccupied orbital energy (alpha / beta): -1.326 / -1.398 eV
* E_tot: -71175.18040 eV

=====

Entry 2:
Formula: C25H40BO4Zn
Source: OMol25
Level of theory: ωB97M-V with the def2-TZVPD basis set

ORCA input file:
```
! RIJCOSX wB97M-V def2-TZVPD def2/J DEFGRID3
* xyz -1 1
O -0.098 -0.088 -2.333
C 0.944 -0.529 -3.235
C 0.432 0.325 -4.383
H 0.858 -1.609 -3.400
H 1.933 -0.248 -2.859
C -0.699 0.713 -3.392
H 0.136 -0.261 -5.260
H 1.101 1.154 -4.642
C -2.060 0.158 -3.757
H -2.004 -0.932 -3.852
H -2.401 0.597 -4.701
H -2.783 0.410 -2.977
C -0.783 2.172 -2.997
H 0.215 2.593 -2.849
H -1.352 2.270 -2.064
H -1.302 2.733 -3.784
Zn 0.438 -0.766 0.408
C 1.005 1.801 1.512
C 1.839 0.641 1.373
C 2.182 0.517 -0.043
H 2.349 0.125 2.184
C 1.611 1.649 -0.704
C 0.873 2.397 0.242
H 0.344 3.324 0.010
H 0.607 2.191 2.449
H 2.958 -0.134 -0.465
H 1.823 1.966 -1.719
C -1.590 -0.403 1.727
C -2.126 0.770 1.149
C -2.426 0.502 -0.214
H -2.346 1.706 1.665
C -2.116 -0.848 -0.491
C -1.569 -1.441 0.703
H -1.449 -2.514 0.860
H -1.376 -0.555 2.786
H -2.918 1.191 -0.897
H -2.327 -1.386 -1.411
O 0.739 -1.472 -7.229
C 0.195 -0.484 -8.140
C 0.439 -0.922 -9.597
H 0.703 0.482 -7.947
H -0.878 -0.345 -7.916
C 1.579 -1.941 -9.475
H 0.688 -0.076 -10.236
H -0.457 -1.414 -9.984
C 1.401 -2.482 -8.046
H 2.542 -1.428 -9.564
H 1.522 -2.724 -10.230
H 2.355 -2.761 -7.570
H 0.764 -3.389 -8.090
C 2.332 -1.283 4.545
C 2.223 -2.591 3.754
C 3.430 -3.437 4.092
O 2.292 -2.288 2.349
B 0.975 -2.169 1.959
O 0.056 -2.726 2.808
C 0.816 -3.275 3.897
C 0.871 -4.784 3.699
C 0.047 -2.981 5.170
H 3.262 -0.772 4.261
H 2.386 -1.499 5.619
H 1.488 -0.598 4.364
H 4.340 -2.868 3.866
H 3.440 -3.677 5.162
H 3.437 -4.373 3.520
H 1.367 -5.275 4.548
H -0.156 -5.165 3.645
H 1.394 -5.056 2.770
H -0.109 -1.904 5.315
H -0.932 -3.472 5.107
H 0.583 -3.389 6.039
*
```

* energy above the lowest of the compared OMol25 structures with the same formula, charge and spin: 0.000 eV
* lowest unoccupied orbital energy: 2.303 eV
* E_tot: -83857.25272 eV

=====

Entry 3:
Formula: C25H40BrClGeN3O4SSi3TeW
Source: OMol25
Level of theory: ωB97M-V with the def2-TZVPD basis set

ORCA input file:
```
! RIJCOSX wB97M-V def2-TZVPD def2/J DEFGRID3
* xyz 2 2
W 0.303 -0.030 -0.329
O -1.635 -1.125 -0.249
Cl -1.130 -2.351 -1.099
O 0.423 -2.101 -0.724
O -0.576 0.637 1.059
O -0.274 0.429 -1.849
N 2.333 -2.293 2.557
C 1.464 -1.461 1.997
N 1.982 -0.778 0.986
C 3.331 -1.201 0.905
C 4.400 -0.803 0.097
C 5.619 -1.419 0.299
C 5.803 -2.400 1.282
C 4.768 -2.784 2.106
C 3.545 -2.160 1.894
H 2.136 -2.895 3.342
H 0.446 -1.371 2.337
H 4.309 -0.038 -0.659
H 6.459 -1.129 -0.318
H 6.777 -2.854 1.403
H 4.901 -3.526 2.881
Br -1.127 3.138 -1.086
C 0.690 3.123 -0.641
C 1.329 4.355 -0.634
C 2.648 4.436 -0.235
C 3.295 3.274 0.159
C 2.604 2.088 0.112
N 1.318 1.985 -0.297
H 0.774 5.231 -0.933
H 3.156 5.391 -0.222
H 4.320 3.277 0.500
H 3.079 1.175 0.420
Te 2.356 -0.877 -2.649
C 3.902 0.284 -3.307
C 4.192 1.606 -3.024
C 5.328 2.071 -3.709
C 5.887 1.103 -4.504
S 5.034 -0.361 -4.434
H 3.590 2.215 -2.366
H 5.720 3.075 -3.634
H 6.761 1.192 -5.129
C 0.547 0.446 4.874
Si -0.492 1.813 4.107
C -1.560 2.634 5.398
C 0.638 3.044 3.252
Ge -1.956 0.922 2.438
Si -3.641 2.499 1.783
C -2.968 4.243 1.789
C -4.527 2.039 0.201
C -4.820 2.272 3.225
Si -2.939 -1.235 2.914
C -1.694 -2.646 2.951
C -4.288 -1.597 1.678
C -3.622 -1.011 4.641
H 0.914 0.764 5.854
H 1.423 0.224 4.262
H -0.021 -0.475 5.025
H -0.923 3.060 6.177
H -2.237 1.926 5.880
H -2.161 3.443 4.979
H 1.216 3.603 3.991
H 0.083 3.763 2.645
H 1.347 2.518 2.605
H -2.189 4.386 1.040
H -2.559 4.503 2.767
H -3.771 4.951 1.571
H -4.029 2.389 -0.705
H -5.513 2.511 0.219
H -4.680 0.963 0.110
H -4.334 2.293 4.205
H -5.372 1.334 3.132
H -5.554 3.082 3.212
H -1.210 -2.817 1.988
H -2.232 -3.563 3.207
H -0.933 -2.504 3.723
H -3.904 -1.621 0.659
H -5.075 -0.841 1.725
H -4.752 -2.562 1.894
H -2.833 -0.809 5.369
H -4.121 -1.935 4.947
H -4.356 -0.206 4.706
*
```

* energy above the lowest of the compared OMol25 structures with the same formula, charge and spin: 0.206 eV
* lowest unoccupied orbital energy (alpha / beta): -6.822 / -7.162 eV
* ⟨S²⟩: 0.7633
* E_tot: -221888.87308 eV

=====

Entry 4:
Formula: C25H40BrNOP2Ru
Source: OMol25
Level of theory: ωB97M-V with the def2-TZVPD basis set

ORCA input file:
```
! RIJCOSX wB97M-V def2-TZVPD def2/J DEFGRID3
* xyz 4 5
C 5.282 -3.301 0.202
C 5.025 -1.889 0.091
C 6.186 -1.069 0.249
C 7.450 -1.649 0.476
N 7.644 -2.971 0.554
C 6.587 -3.781 0.425
C 3.717 -1.328 -0.083
C 2.456 -1.108 0.049
C 1.280 -1.597 0.828
C 0.350 -2.246 -0.032
C -0.889 -2.732 0.528
C -1.297 -2.278 1.774
C -0.413 -1.515 2.590
C 0.930 -1.379 2.190
Ru 0.690 -0.151 -0.411
P -1.262 -0.199 -1.539
H 6.119 0.018 0.245
H 4.479 -4.034 0.164
H 8.348 -1.019 0.601
H 6.796 -4.860 0.506
H 1.706 -1.011 2.875
H 0.720 -2.707 -0.955
H -0.792 -1.102 3.529
H -1.520 -3.402 -0.059
C -2.950 0.420 -1.115
C -3.594 1.306 -2.162
H -2.844 0.973 -0.176
H -3.527 -0.496 -0.893
H -4.666 1.320 -1.945
H -3.214 2.343 -2.138
H -3.479 0.877 -3.162
C -0.477 0.928 -2.766
C 0.540 0.155 -3.586
H 0.041 1.690 -2.157
H -1.301 1.395 -3.320
H 1.272 0.856 -3.989
H 1.107 -0.576 -2.983
H 0.047 -0.333 -4.429
C -1.651 -1.740 -2.470
C -2.521 -1.572 -3.709
H -2.166 -2.420 -1.767
H -0.679 -2.183 -2.722
H -2.527 -2.535 -4.245
H -3.568 -1.362 -3.438
H -2.170 -0.797 -4.415
Br -3.147 -2.326 2.130
P -0.594 2.979 1.957
C -1.361 2.989 0.295
C -1.938 4.339 -0.150
H -2.172 2.258 0.363
H -0.640 2.596 -0.438
H -2.074 4.368 -1.244
H -2.922 4.511 0.307
H -1.277 5.164 0.144
C -1.866 2.215 3.096
C -2.143 3.006 4.390
H -1.553 1.192 3.347
H -2.797 2.159 2.513
H -3.019 2.588 4.904
H -1.303 2.981 5.096
H -2.375 4.051 4.154
C 0.828 1.846 1.897
C 2.135 2.649 2.018
H 0.822 1.172 0.949
H 0.707 1.201 2.782
H 2.950 1.965 2.294
H 2.402 3.118 1.059
H 2.041 3.438 2.786
O -3.875 -3.653 -0.974
H -4.434 -3.210 -0.299
H -3.658 -4.537 -0.587
*
```

* energy above the lowest of the compared OMol25 structures with the same formula, charge and spin: 3.793 eV
* lowest unoccupied orbital energy (alpha / beta): -14.148 / -15.787 eV
* ⟨S²⟩: 6.0855
* E_tot: -121262.89677 eV

=====

Entry 5:
Formula: C25H40CoN5O2S2Si2
Source: OMol25
Level of theory: ωB97M-V with the def2-TZVPD basis set

ORCA input file:
```
! RIJCOSX wB97M-V def2-TZVPD def2/J DEFGRID3
* xyz -1 4
Co 0.528 -0.367 0.129
C -1.151 2.711 -0.433
Si -2.101 1.223 0.286
C -2.009 1.246 2.166
C -3.894 1.653 -0.160
C -1.553 -0.422 -0.346
C -1.419 -0.434 -1.821
C -2.469 -0.664 -2.727
C -2.220 -0.693 -4.084
C -0.924 -0.485 -4.543
C 0.057 -0.247 -3.598
N -0.175 -0.219 -2.290
Si -2.324 -1.962 0.337
C -1.734 -2.378 2.074
C -1.874 -3.418 -0.768
C -4.217 -1.923 0.437
H -1.246 3.508 0.317
H -1.711 3.060 -1.309
H 0.333 1.863 -1.689
H -2.164 2.258 2.553
H -1.042 0.884 2.523
H -2.788 0.606 2.589
H -4.133 2.671 0.164
H -4.610 0.974 0.307
H -4.046 1.608 -1.243
H -3.469 -0.821 -2.343
H -3.028 -0.878 -4.783
H -0.683 -0.505 -5.597
H 1.087 -0.074 -3.900
H -0.696 -2.715 2.062
H -2.349 -3.186 2.481
H -1.792 -1.527 2.754
H -0.792 -3.448 -0.926
H -2.355 -3.357 -1.747
H -2.179 -4.358 -0.299
H -4.552 -1.207 1.192
H -4.613 -2.906 0.710
H -4.670 -1.633 -0.515
O 2.824 -1.388 3.434
C 2.006 -1.620 2.511
O 1.173 -0.772 2.074
C 2.018 -3.009 1.920
C 2.084 -4.065 2.826
C 2.066 -5.383 2.405
C 2.011 -5.650 1.043
C 1.974 -4.609 0.132
C 1.970 -3.267 0.538
S 1.955 -2.042 -0.733
H 2.149 -3.821 3.879
H 2.099 -6.191 3.126
H 1.996 -6.674 0.687
H 1.937 -4.816 -0.930
N 3.805 0.736 0.207
N 3.653 0.723 1.588
C 2.744 1.446 2.234
N 2.841 1.405 3.602
S 1.388 2.294 1.622
H 3.505 -0.153 -0.196
H 4.748 1.010 -0.026
H 4.074 -0.029 2.124
H 2.997 0.420 3.879
H 1.978 1.719 4.025
C 0.965 4.973 -0.310
C 1.077 3.773 -1.257
C 2.551 3.433 -1.471
C 0.481 4.196 -2.607
C 0.326 2.488 -0.797
N 0.977 1.614 0.192
H 1.483 5.830 -0.751
H 1.418 4.778 0.661
H -0.075 5.266 -0.153
H 3.068 4.273 -1.947
H 2.656 2.552 -2.109
H 3.047 3.201 -0.530
H 1.039 5.045 -3.013
H -0.563 4.499 -2.509
H 0.531 3.379 -3.331
*
```

* energy above the lowest of the compared OMol25 structures with the same formula, charge and spin: 0.000 eV
* lowest unoccupied orbital energy (alpha / beta): 2.669 / 2.666 eV
* ⟨S²⟩: 3.7595
* E_tot: -113177.45191 eV

=====

Entry 6:
Formula: C25H40F17N2O14P2S2
Source: OMol25
Level of theory: ωB97M-V with the def2-TZVPD basis set

ORCA input file:
```
! RIJCOSX wB97M-V def2-TZVPD def2/J DEFGRID3
* xyz 1 1
C -3.183 5.750 0.332
C -1.985 6.253 -0.466
O -2.084 5.780 -1.799
C -0.656 5.753 0.168
N 0.296 5.199 -0.807
C 1.475 4.693 -0.117
C 2.080 3.475 -0.795
O 1.143 2.444 -1.110
C 0.173 2.144 -0.224
C 0.493 1.270 0.988
P 2.107 1.499 1.953
O 3.214 0.844 1.265
N -0.456 0.441 1.224
S -0.429 -0.685 2.563
O -0.979 0.029 3.666
O 0.893 -1.167 2.747
C -1.482 -2.188 2.123
F -1.263 -2.573 0.859
F -0.957 -3.121 2.931
C -3.010 -2.031 2.452
F -3.215 -2.566 3.660
F -3.384 -0.741 2.511
C -3.936 -2.794 1.458
F -5.165 -2.757 1.996
F -3.545 -4.062 1.381
F -3.984 -2.214 0.265
C -1.568 0.652 0.230
F -2.251 -0.484 -0.011
C -2.608 1.594 0.957
O -3.898 1.204 0.561
O -4.804 1.958 1.350
C -0.908 1.237 -0.994
P -1.949 2.516 -1.979
O -1.757 2.385 -3.425
S -0.014 0.038 -2.013
O 1.007 -0.476 -1.137
O 0.463 0.580 -3.232
C -1.084 -1.422 -2.448
F -0.346 -2.090 -3.351
F -1.235 -2.230 -1.389
C -2.474 -1.121 -3.086
F -3.258 -2.171 -2.788
F -3.049 -0.032 -2.540
C -2.493 -0.987 -4.631
F -1.464 -0.265 -5.081
F -2.442 -2.205 -5.187
C -3.806 -0.298 -5.142
F -3.870 -0.540 -6.464
F -3.758 1.021 -4.970
F -4.889 -0.823 -4.569
H -3.421 6.448 1.127
H -2.995 4.779 0.783
H -4.044 5.655 -0.315
H -1.976 7.335 -0.413
H -2.098 6.521 -2.401
H -0.880 5.009 0.930
H -0.177 6.578 0.700
H 0.535 5.940 -1.448
H 1.253 4.476 0.925
H 2.270 5.438 -0.098
H 2.485 3.771 -1.753
H 2.941 3.130 -0.227
H -0.418 2.973 0.184
H 1.822 1.050 3.249
H 2.205 2.899 2.017
H -2.485 1.516 2.035
H -2.482 2.639 0.664
H -4.959 1.414 2.136
H -1.661 3.772 -1.420
H -3.266 2.185 -1.604
C -1.481 -5.992 -0.375
O -0.499 -7.005 -0.410
C -0.474 -7.803 0.765
C -1.195 -9.118 0.571
O -2.585 -8.927 0.356
C -2.960 -9.015 -1.009
H -1.602 -5.609 -1.388
H -2.444 -6.371 -0.026
H -1.154 -5.171 0.277
H -0.903 -7.256 1.611
H 0.576 -8.007 0.994
H -1.088 -9.714 1.482
H -0.751 -9.681 -0.253
H -2.973 -10.060 -1.334
H -2.286 -8.445 -1.652
H -3.965 -8.608 -1.101
C 9.212 1.251 2.991
O 8.838 0.711 1.736
C 7.498 0.251 1.694
C 6.581 1.242 1.015
O 6.462 2.453 1.756
C 7.276 3.497 1.251
H 10.142 1.798 2.851
H 8.456 1.938 3.378
H 9.380 0.449 3.718
H 7.136 0.022 2.701
H 7.494 -0.679 1.116
H 5.579 0.811 0.951
H 6.925 1.448 -0.003
H 6.839 3.918 0.338
H 8.289 3.152 1.039
H 7.323 4.278 2.009
*
```

* lowest unoccupied orbital energy: -5.720 eV
* E_tot: -144645.98263 eV